Entry 1:
10 unconnected molecules or ions with the total composition C23H64F6O9P at a distorted geometry. Source: the OMol25 dataset; level of theory: wB97M-V/def2-TZVPD.

* HOMO: -7.469 eV
* orbital gap: 10.09 eV
* charge: -1
* electronic energy: -68917.9117 eV
* LUMO level: 2.6195 eV
* energy relative to the best compared isomer or geometry (same formula, charge and spin): 0.0 kcal per mole

Geometry as XYZ:
```
103
Properties=species:S:1:pos:R:3:forces:R:3:lowdin_charge:R:1
P 2.2172 1.5735 -14.3129 0.423 0.502 -1.204 0.22
F 2.4022 1.7143 -15.8964 0.602 0.382 -0.061 -0.13
F 2.6787 -0.0016 -14.4195 -0.412 0.236 0.075 -0.16
F 3.7647 2.0118 -14.0651 -0.279 -0.462 0.330 -0.15
F 1.9395 1.2821 -12.7638 -0.035 0.439 0.154 -0.12
F 1.8296 3.1306 -14.1184 -0.360 -0.202 -0.150 -0.14
F 0.6552 1.2143 -14.6951 0.045 -0.523 0.945 -0.17
C 3.6881 -4.4668 -14.7570 0.225 0.345 -0.406 -0.07
C 3.7965 -3.0224 -14.2636 -1.029 -0.895 0.882 -0.33
O 3.8052 -2.1746 -15.3837 0.236 0.712 -0.025 -0.10
H 3.4245 -5.1790 -13.9758 0.218 0.102 0.146 0.07
H 4.5978 -4.7773 -15.2754 0.090 -0.083 0.192 0.07
H 2.8953 -4.5047 -15.5058 -0.109 0.081 0.084 0.07
H 4.6178 -2.8404 -13.5579 0.385 -0.124 -0.446 0.10
H 2.9098 -2.8479 -13.6349 -0.078 0.211 -0.212 0.11
H 3.5070 -1.2876 -15.0897 0.306 -0.639 -0.402 0.05
C -2.1698 -2.6051 -14.7517 -0.988 -0.914 -1.123 -0.09
C -0.9667 -1.9008 -15.3130 1.242 1.192 1.013 -0.33
O 0.2454 -2.6311 -15.1714 -0.154 -1.186 -0.463 -0.07
H -3.0665 -2.0087 -14.9502 0.114 0.319 0.412 0.07
H -2.1652 -2.9719 -13.7280 0.450 0.564 0.177 0.07
H -2.4016 -3.4973 -15.3507 0.362 -0.086 -0.031 0.07
H -0.7479 -0.9824 -14.7642 -0.780 0.194 -0.071 0.07
H -1.1054 -1.5986 -16.3575 -0.169 -0.341 -0.039 0.11
H 0.9223 -2.0976 -14.7543 -0.083 0.248 0.043 0.05
C -0.0166 5.4294 -12.4014 0.081 -1.357 -0.232 -0.08
C 0.8206 4.6458 -11.3809 0.034 -0.084 -1.137 -0.29
O 2.1869 4.7136 -11.7564 0.726 0.760 0.837 -0.10
H -1.0632 5.1288 -12.2971 -0.154 0.691 0.213 0.07
H 0.2294 5.0629 -13.4001 0.149 0.013 0.020 0.04
H 0.2097 6.4932 -12.3738 -0.358 0.078 0.260 0.07
H 0.5905 3.5756 -11.3651 -0.647 0.201 0.119 0.09
H 0.6515 5.0753 -10.3909 0.454 -0.134 0.094 0.11
H 2.3911 4.0103 -12.3763 -0.281 -0.114 -0.156 0.04
C 5.9630 0.5418 -15.5441 -0.746 -0.863 0.508 -0.09
C 6.8672 -0.4763 -16.2392 -0.232 1.253 -0.057 -0.33
O 6.6611 -1.8025 -15.8267 0.065 -0.314 0.221 -0.09
H 6.3143 1.5708 -15.5035 0.166 -0.030 -0.376 0.07
H 5.8438 0.2213 -14.5054 0.139 0.079 0.083 0.06
H 4.9526 0.4989 -15.9518 0.002 0.274 -0.139 0.06
H 7.8774 -0.1436 -15.9916 0.265 -0.663 -0.160 0.10
H 6.7193 -0.3850 -17.3209 0.218 -0.024 -0.095 0.10
H 5.7075 -2.0121 -15.8354 0.123 0.298 -0.016 0.05
C 2.0351 6.4411 -15.5077 0.243 -0.713 -0.472 -0.06
C 1.8709 7.4117 -16.6980 -0.950 -1.793 0.387 -0.46
C 2.1934 6.6881 -18.0195 1.065 0.204 1.004 -0.06
O 0.4915 7.7868 -16.7489 0.066 0.723 0.116 -0.06
H 3.0786 6.1498 -15.3670 0.034 0.224 0.164 0.08
H 1.5315 5.4878 -15.7090 -0.089 0.094 -0.245 0.08
H 1.6040 6.7620 -14.5589 0.267 0.552 -0.068 0.07
H 2.5521 8.2441 -16.5038 -0.472 0.434 -0.378 0.13
H 1.7702 7.1446 -18.9097 0.124 0.370 0.108 0.07
H 1.8688 5.6477 -17.9931 -0.102 0.031 0.126 0.08
H 3.2900 6.6983 -18.0191 -0.033 -0.253 -0.724 0.08
H 0.0290 7.1974 -16.1482 -0.126 0.063 0.008 0.07
C 5.8146 5.4488 -12.2803 -0.905 -0.405 0.702 -0.06
C 6.6429 5.3042 -13.5201 1.118 0.247 -0.848 -0.50
C 8.1185 5.7004 -13.2796 -1.313 -0.220 -0.484 -0.06
O 6.6197 3.9723 -14.0593 -0.432 0.513 0.368 -0.06
H 4.7474 5.5741 -12.4865 0.059 0.156 -0.170 0.07
H 6.1261 6.2822 -11.6494 0.062 0.044 -0.100 0.08
H 5.8369 4.5361 -11.6768 0.394 0.034 0.030 0.09
H 6.2661 5.9992 -14.2817 -0.111 -0.072 -0.084 0.13
H 8.4505 5.1400 -12.4081 0.467 0.283 0.031 0.08
H 8.1080 6.7852 -13.1693 0.296 -0.038 0.559 0.07
H 8.7158 5.5029 -14.1681 0.066 -0.329 0.097 0.07
H 5.6826 3.7293 -14.0881 0.180 -0.311 -0.110 0.07
C 0.1759 0.4136 -10.2130 0.763 0.370 0.246 -0.06
C -0.9034 0.0279 -11.2148 0.543 1.832 -0.495 -0.46
C -1.6752 1.3106 -11.5367 -0.516 0.798 0.517 -0.07
O -0.3971 -0.4861 -12.4247 -0.114 -1.422 -0.228 -0.05
H -0.2709 0.6726 -9.2500 -0.058 -0.091 0.017 0.08
H 0.7097 1.3050 -10.5584 -0.231 0.100 -0.085 0.06
H 1.0037 -0.2788 -10.0546 -0.443 -0.506 -0.135 0.06
H -1.5717 -0.7029 -10.7598 0.008 -0.261 -0.339 0.13
H -1.1162 2.1107 -12.0352 0.598 -0.577 -0.257 0.06
H -1.9510 1.8368 -10.6139 -0.442 -0.350 0.053 0.08
H -2.5513 1.1709 -12.1705 -0.134 -0.316 0.214 0.06
H 0.0476 0.1509 -12.9977 -0.115 0.376 0.632 0.04
C -2.9125 1.5201 -15.3797 0.031 -0.161 0.895 -0.06
C -2.6651 2.9950 -15.0224 0.199 -0.347 -1.566 -0.48
C -3.7035 3.5173 -14.0512 -0.359 0.001 0.102 -0.05
O -1.3091 3.1431 -14.5930 -0.717 -0.300 0.293 -0.06
H -3.9210 1.2955 -15.7287 -0.039 0.254 -0.020 0.08
H -2.7520 0.9494 -14.4582 -0.060 -0.223 -0.084 0.07
H -2.2071 1.1371 -16.1184 0.077 0.218 -0.061 0.08
H -2.7212 3.5129 -15.9906 -0.308 0.415 0.224 0.13
H -3.6286 2.9936 -13.0970 0.062 0.083 0.059 0.07
H -4.7060 3.3278 -14.4464 0.075 -0.257 -0.097 0.08
H -3.7166 4.5941 -13.8762 0.591 0.007 0.009 0.07
H -0.9062 2.2754 -14.7514 0.394 0.504 0.222 0.04
C 4.7104 -2.2698 -10.2317 -0.790 -0.148 1.147 -0.06
C 4.3883 -0.8027 -10.5103 0.427 -0.235 -0.654 -0.47
C 5.4979 -0.2255 -11.3816 0.526 0.429 -0.024 -0.05
O 3.1433 -0.6853 -11.1864 0.181 -0.278 0.063 -0.06
H 4.7775 -2.8765 -11.1323 0.074 0.082 -0.048 0.07
H 3.9254 -2.6687 -9.5783 -0.291 -0.125 -0.439 0.08
H 5.5784 -2.4129 -9.5824 0.394 0.311 -0.452 0.07
H 4.2656 -0.2859 -9.5510 0.360 0.117 -0.070 0.13
H 6.4679 -0.4853 -10.9523 0.040 0.135 -0.051 0.08
H 5.4794 0.8539 -11.5607 -0.243 0.055 0.476 0.08
H 5.4870 -0.6229 -12.4014 -0.193 -0.493 0.174 0.07
H 3.3239 -0.2015 -11.9978 -0.421 0.032 -0.066 0.04
```
Forces are in eV/Å.

Entry 2:
A molecular structure, C23H64O9 at a distorted geometry. Source: the OMol25 dataset; level of theory: wB97M-V/def2-TZVPD.

* HOMO: -8.236 eV
* orbital gap: 8.40 eV
* electronic energy: -43291.0351 eV
* LUMO level: 0.1616 eV
* energy relative to the best compared isomer or geometry (same formula, charge and spin): 574.0 kcal per mole

Geometry as XYZ:
```
96
Properties=species:S:1:pos:R:3:forces:R:3:lowdin_charge:R:1
C -0.5400 -0.5383 -0.4929 1.955 -0.214 0.543 -0.10
O -0.1693 -1.1841 0.7395 3.158 6.460 -4.201 -0.03
H -0.7251 0.5335 -0.4226 -0.134 -2.549 1.258 0.06
H 0.3296 -0.5567 -1.1498 -0.311 0.083 1.498 0.07
H -1.3038 -1.0860 -1.0451 1.527 1.387 1.681 0.02
H 0.3273 -0.5712 1.2867 0.194 0.129 -0.924 0.06
C 2.2547 -2.1891 -2.0758 0.800 -1.392 -0.146 -0.07
O 3.0822 -2.9884 -1.2130 -2.182 -3.162 -2.994 -0.07
H 2.8670 -1.6783 -2.8189 -0.024 0.317 0.066 0.12
H 1.5592 -2.8470 -2.5970 0.847 -0.053 0.476 0.08
H 1.7134 -1.4824 -1.4468 1.126 -0.318 0.296 0.08
H 3.4967 -3.6693 -1.7479 0.253 -0.142 0.080 0.14
C 2.7087 -0.8631 1.8942 3.807 -2.345 -1.229 -0.11
C 3.8841 -1.5398 1.2403 -0.248 -0.702 -1.272 -0.43
C 3.9195 -3.0511 1.3983 0.492 -0.283 1.018 -0.05
O 3.8835 -1.2658 -0.1513 1.593 3.650 1.942 -0.06
H 1.7674 -1.3969 1.7635 1.136 -0.136 -0.968 0.10
H 2.6993 0.1767 1.5673 0.427 -1.983 -1.016 0.07
H 2.8582 -0.8041 2.9722 1.705 -1.245 -1.112 0.10
H 4.8113 -1.2143 1.7119 0.167 0.561 -0.151 0.13
H 3.1555 -3.6083 0.8561 -0.186 0.216 0.518 0.07
H 3.9177 -3.2543 2.4691 -0.373 -0.365 0.098 0.08
H 4.8863 -3.4276 1.0640 0.110 0.023 -0.245 0.08
H 3.5101 -2.0439 -0.5715 1.139 0.372 0.670 -0.15
C -1.2736 -0.9492 3.1500 -2.112 0.220 -0.306 -0.07
C -2.0945 -1.8045 2.2208 0.262 -1.027 -2.594 -0.37
C -2.9703 -1.1513 1.1146 -0.560 1.705 0.908 -0.04
O -1.2112 -2.7140 1.5389 -4.359 -5.331 3.359 -0.07
H -1.9780 -0.2936 3.6619 -0.099 -0.293 0.871 0.11
H -0.5477 -0.2268 2.7766 -3.146 -1.183 -0.204 0.02
H -0.6492 -1.5985 3.7638 -0.763 -0.194 0.237 0.11
H -2.8239 -2.3921 2.7783 0.301 -0.197 0.407 0.13
H -2.4602 -0.6539 0.2897 0.125 -0.531 0.849 0.02
H -3.5464 -0.3042 1.4870 -0.166 0.261 0.682 0.09
H -3.7779 -1.7479 0.6904 0.467 -0.642 0.180 0.09
H -0.5327 -2.1812 1.1177 -0.281 -1.558 0.452 -0.18
C -2.9111 -1.6136 -1.7624 -1.576 -1.032 -2.175 -0.07
C -3.5208 -0.1814 -1.8015 1.044 -1.803 -0.020 -0.45
C -3.4888 0.4689 -3.2099 -2.012 -0.731 -0.240 -0.04
O -4.8283 -0.2851 -1.3501 -1.260 -0.039 0.382 -0.01
H -2.4051 -1.7462 -2.7187 -0.863 0.017 0.111 0.06
H -3.5839 -2.4711 -1.7666 -0.874 0.467 0.119 0.12
H -2.1928 -1.8868 -0.9893 -1.695 -0.447 -0.177 0.05
H -2.9047 0.3897 -1.1070 -1.109 -0.729 -0.316 0.07
H -3.9386 1.4598 -3.1475 -0.139 0.156 -0.039 0.10
H -4.1359 -0.1186 -3.8613 -0.204 -0.140 -0.004 0.10
H -2.5041 0.5361 -3.6724 -3.557 -0.641 1.127 0.01
H -5.2709 0.5585 -1.4686 -0.079 0.134 0.083 0.10
C 0.8975 -0.0875 -4.6970 0.013 -1.051 0.206 0.00
C -0.4326 -0.6265 -4.0585 1.454 -1.319 0.433 -0.30
C -0.2291 -1.7248 -2.9452 0.639 0.431 -0.668 -0.07
O -1.0376 0.5162 -3.4894 1.091 -1.730 -1.874 -0.20
H 0.8493 0.9366 -5.0672 -0.666 -0.215 -0.587 0.08
H 1.2882 -0.7939 -5.4294 -0.085 0.223 -0.292 0.08
H 1.7055 0.0350 -3.9756 -0.220 -0.395 0.559 0.07
H -1.1856 -1.0111 -4.7465 0.442 -0.250 -0.589 0.15
H -1.0695 -1.8610 -2.2645 1.140 -0.549 -1.829 0.04
H 0.5374 -1.5138 -2.1995 -1.211 0.559 -1.999 0.00
H 0.1263 -2.6782 -3.3360 -0.841 0.127 -0.750 0.10
H -1.5011 0.9171 -4.2283 1.174 0.716 -0.529 0.11
C -0.4857 3.0703 -2.9658 -0.911 0.014 -0.653 0.01
C -0.5129 2.3745 -1.6318 -1.456 2.354 -3.827 -0.47
C -1.9182 2.0160 -1.2487 -0.090 1.252 0.358 -0.02
O 0.2127 1.2093 -1.7700 3.584 1.150 -0.710 -0.11
H -1.0902 3.9749 -3.0323 0.707 0.520 0.284 0.10
H -1.0521 2.3965 -3.6086 0.432 0.960 -0.103 0.06
H 0.5421 3.0745 -3.3287 -0.104 0.680 -0.124 0.10
H 0.0340 2.9284 -0.8688 -1.046 2.592 -2.105 0.13
H -2.3494 1.4731 -2.0898 0.776 1.267 0.780 0.04
H -2.5567 2.8678 -1.0146 0.077 0.186 0.011 0.13
H -1.8651 1.3566 -0.3824 -0.663 1.003 -0.017 0.08
H -0.0612 0.7449 -2.5643 0.109 0.865 0.276 0.00
C 0.4024 1.7919 4.6895 -0.180 1.522 1.396 -0.06
C 0.6124 0.2909 4.6228 -0.437 1.359 -1.358 -0.42
C 1.1806 -0.0872 3.2347 -1.050 -0.199 4.321 -0.24
O 1.5734 -0.1263 5.5656 -0.045 -0.283 0.229 0.00
H -0.2606 2.1268 5.4872 -0.426 -0.401 0.171 0.09
H 0.0860 2.2976 3.7772 -0.733 -0.355 0.605 0.05
H 1.3211 2.3154 4.9541 0.402 -0.189 -0.188 0.10
H -0.3771 -0.1422 4.7689 0.715 -0.152 0.559 0.10
H 2.1204 0.4463 3.0919 -1.747 -0.883 1.707 0.06
H 0.4737 0.0901 2.4242 2.207 1.468 0.539 0.05
H 1.3335 -1.1664 3.2301 -1.056 0.577 1.205 0.11
H 1.1839 0.0442 6.4263 0.175 -0.072 0.249 0.10
C 0.3684 3.8773 1.5766 -0.601 2.577 0.102 -0.05
C 1.1306 2.7425 1.0537 0.712 -0.061 0.954 -0.46
C 1.8625 2.1110 2.2268 -0.140 0.555 -1.765 -0.06
O 0.2298 1.8624 0.4958 0.364 -2.520 3.856 -0.08
H -0.2665 4.3260 0.8126 0.046 0.200 -0.245 0.08
H 1.0765 4.6375 1.9066 -0.141 0.309 0.183 0.09
H -0.3286 3.6836 2.3920 0.253 -0.489 0.088 0.08
H 1.8363 3.0460 0.2803 0.323 0.333 -0.117 0.16
H 2.3291 1.2036 1.8434 0.074 2.450 -0.117 0.03
H 1.1215 1.7106 2.9186 1.116 1.945 -1.220 0.01
H 2.6096 2.7808 2.6526 -0.168 -0.004 0.227 0.13
H 0.1923 1.9996 -0.4536 1.670 -1.832 2.793 -0.05
```
Forces are in eV/Å.

Q: Among the records above, which one has the lowest HOMO?
A: C23H64O9

Q: Which value of energy relative to the best compared isomer or geometry (same formula, charge and spin) does entry 2 give?
A: 574.0 kcal per mole